No. 1
82
Properties=species:S:1:pos:R:3:mulliken_charge:R:1 method="wB97M-V/def2-TZVPD" homo_energy_ev=-8.9 e_lumo_ha=0.0199 smiles="COCCOCCOC.COCCOCCOC.CN(C)C=O.CN(C)C=O.CN(C)C=O" orbital_gap_ev=9.4 total_energy_ha=-1670.77184 largest_force_ev_per_a=4.41
H 3.43990 0.14438 -2.88993 0.358
C 1.91812 -1.18070 -3.16304 -0.805
C -1.89650 3.08068 -1.20982 2.083
H 0.77964 -1.44755 -0.15078 0.401
O -0.87900 3.95200 -0.73632 -0.539
H -2.72707 4.71007 -2.46599 0.263
H 1.52478 -2.11228 -2.75616 0.239
O 0.61538 2.48313 2.14144 -0.336
H 1.09661 -0.82994 1.46232 -0.057
O 3.94381 -1.42970 1.67935 -0.112
H -2.95479 2.67124 -4.66828 0.280
C -1.82621 -0.58432 -0.34662 -0.643
H -6.48933 0.33847 -0.82452 0.311
H -2.60076 -1.28357 2.07489 0.208
H 0.00922 0.07485 -4.55420 0.408
H 3.39011 -2.14941 3.53032 0.153
H 0.79326 4.09080 0.23953 0.302
C 4.33216 -0.32575 0.93633 -0.508
H -1.43796 2.40191 -1.92892 -1.299
H -3.60314 4.21461 -1.12454 0.319
C -6.45425 1.28874 -0.29172 -0.984
H 1.16431 1.43875 -4.02783 0.328
H 5.28839 0.10983 1.22613 0.402
O -3.78992 2.93950 -2.69785 -0.325
H 4.41359 -0.72581 3.52220 0.381
H 4.68688 -6.74155 0.32593 0.270
H -4.73253 3.21175 1.17242 0.195
H 0.66657 0.29391 0.22738 -0.292
N 3.73293 -4.98957 0.78431 0.187
H -1.50055 -1.31993 -1.08209 0.351
C 0.46236 0.65292 -3.74885 -0.262
C 4.39479 -4.88659 2.09107 -0.838
H -2.37475 1.54736 -3.38590 0.010
H -2.37020 2.50921 -0.41162 -0.086
H -5.62005 -0.83150 0.91362 0.388
H -7.50435 1.52713 -0.12272 0.369
H 2.01684 -3.78779 1.11081 0.380
N -5.71854 1.25696 0.96265 0.230
H 0.41405 2.40412 -0.33526 -0.130
O -4.89415 -0.08297 2.71565 -0.640
C -5.50196 2.57114 1.60334 -0.926
H 3.39076 -2.93182 0.28852 0.026
C 3.58229 -1.21082 3.01050 -0.515
C 4.50923 -0.63986 -0.61289 -1.082
N -0.99971 -0.82032 0.82818 0.481
H -0.91727 3.86323 2.03381 0.444
C -1.50059 -1.26104 2.03901 0.073
H -6.04721 1.98851 -1.02161 0.308
H -2.90185 -0.70355 -0.21667 0.229
C 2.88088 -3.88108 0.45290 -0.697
H 3.54164 0.41452 1.05953 0.272
H 2.43159 -3.99305 -0.53387 0.289
C 0.45702 -0.71333 0.58742 -0.230
C -3.01171 3.79868 -1.94021 -0.866
H 4.82620 -5.82990 2.42596 0.347
C 0.36206 1.74458 3.31580 -0.427
C -0.56330 2.97556 1.50954 -0.380
H 3.69000 -4.57265 2.86101 0.246
H 2.66739 -0.63829 3.16300 -0.048
C 0.03596 3.31456 0.12976 0.039
H 4.11222 -1.45417 -2.94787 0.444
H -0.32993 1.24583 -3.29184 -0.494
H 5.22820 -4.18525 2.13175 0.278
O -0.75054 -1.50533 3.01821 -0.587
H 1.30487 1.33266 3.67574 0.120
C -5.37965 0.04394 1.53653 0.073
O 3.66165 -5.93632 -1.21334 -0.581
C 4.05385 -5.93687 -0.07900 0.121
H -1.68445 0.46796 -0.59301 0.114
C -3.21156 2.14359 -3.74971 -0.346
H -1.30290 2.17774 1.57728 0.145
H 5.10547 -1.55024 -0.67465 0.383
O 3.17402 -0.88718 -1.12109 0.117
C 3.27982 -0.87715 -2.54505 -0.699
H 5.08848 0.05400 -1.22210 0.555
H -4.04490 1.48137 -3.98448 0.265
H -5.25560 2.44080 2.65711 0.343
H 2.05088 -1.23122 -4.24374 0.486
H -6.46812 3.07030 1.52948 0.368
H -0.10227 0.83896 2.92548 0.073
O 0.93116 -0.17938 -2.66618 -0.053
H -0.10176 2.33755 4.10406 0.335

=====

No. 2
108
Properties=species:S:1:pos:R:3:mulliken_charge:R:1 method="wB97M-V/def2-TZVPD" homo_energy_ev=-9.3 e_lumo_ha=-0.0064 smiles="C[N+](=O)[O-].C[N+](=O)[O-].C[N+](=O)[O-].C[N+](=O)[O-].O=S1(=O)OCCO1.O=S1(=O)OCCO1.O=S1(=O)OCCO1.O=S1(=O)OCCO1.CN(C)C=O.CN(C)C=O.CN(C)C=O" orbital_gap_ev=9.1 total_energy_ha=-4836.43108 largest_force_ev_per_a=3.89
O -9.24330 17.63917 -8.54505 -0.515
H -23.22075 20.99761 -13.56242 0.283
O -12.34672 11.11563 -13.99867 -0.287
H -12.56286 21.07311 -7.34635 0.272
H -17.38340 26.62282 -11.39154 0.308
H -23.89421 21.99078 -15.57458 0.285
H -13.50835 21.96174 -8.62136 0.262
H -22.63778 23.06767 -15.33939 0.276
H -16.94846 8.20492 -9.30431 0.304
H -14.24691 16.64131 -14.27756 0.317
H -21.66671 14.88137 -12.25686 0.311
H -6.57503 16.39414 -11.51658 0.315
H -12.68709 20.44897 -9.05088 0.275
N -17.94497 17.14597 -5.45618 0.869
C -18.58348 16.49961 -4.25584 -0.694
O -9.31958 18.32964 -18.23173 -0.491
N -17.39579 10.25670 -9.04686 0.085
H -15.69712 9.06401 -8.26105 0.304
H -19.38965 16.48812 -12.38065 0.281
C -19.63355 21.56339 -8.71338 -0.612
O -15.19397 26.09080 -9.90642 -0.573
H -19.06013 11.18797 -9.67551 0.250
O -10.30632 12.17183 -12.79366 -0.508
N -11.26208 21.84131 -8.84552 0.835
H -13.84405 25.70007 -11.34567 0.311
S -20.94802 20.35243 -16.00780 1.077
H -18.60661 15.42985 -4.46365 0.263
H -4.96673 17.68260 -10.23551 0.295
H -10.06916 15.52925 -18.41717 0.269
H -19.27772 22.59366 -8.71948 0.285
H -15.16537 18.63085 -13.48151 0.316
C -22.36523 21.32842 -14.15128 -0.323
O -16.88639 17.68345 -5.29712 -0.524
H -14.96551 17.14671 -10.16385 0.318
C -14.39930 16.61328 -10.92736 -1.039
C -5.98944 18.05577 -10.18180 -0.327
H -11.16841 16.80199 -17.68147 0.286
O -18.13296 12.47389 -14.05619 -0.487
H -14.76454 15.58694 -10.89075 0.312
C -10.23011 16.25114 -17.61649 -0.617
C -17.11129 11.48170 -8.26070 -0.930
H -17.97328 16.85605 -3.42595 0.306
C -14.89572 25.86737 -11.06604 0.115
S -11.33038 11.11682 -12.67718 1.052
O -18.49455 17.05868 -6.51081 -0.511
C -15.11656 18.37328 -12.41216 0.180
H -10.09000 15.73008 -16.66941 0.270
O -12.04972 11.06579 -11.37942 -0.510
H -13.94446 15.38072 -13.36102 0.331
N -20.96353 21.72535 -8.07886 0.882
O -18.83447 14.67653 -15.16101 -0.541
O -20.36582 13.58401 -13.38863 -0.367
H -13.59701 9.73475 -13.48503 0.323
H -19.80025 21.16585 -9.71451 0.234
C -15.39218 24.73445 -13.21546 -0.857
H -19.53501 16.98235 -4.03300 0.290
O -22.16036 21.40647 -16.52502 -0.338
C -22.80992 21.99853 -15.46348 -0.244
H -6.60917 18.02379 -12.27803 0.332
H -17.65750 26.02573 -12.95368 0.333
C -6.82339 17.44646 -11.37863 -0.386
S -18.78169 13.79266 -13.96992 1.084
O -21.83734 22.19109 -8.72931 -0.527
H -21.09325 15.43824 -13.85352 0.286
C -18.44976 10.28614 -9.83789 0.204
C -12.65103 21.32493 -8.40319 -0.626
N -9.11394 17.19473 -17.73840 0.776
O -10.26296 21.41303 -8.29476 -0.494
H -12.96490 9.58968 -15.26872 0.278
H -15.84572 23.76867 -12.99263 0.339
H -12.74859 16.57063 -13.26991 0.338
O -15.62342 19.00466 -11.47593 -0.663
N -14.51508 17.18519 -12.21814 0.229
H -14.31932 24.55550 -13.28659 0.300
O -18.46220 14.66635 -12.58270 -0.248
H -19.63234 15.23806 -11.13076 0.279
C -11.66604 8.82346 -13.82563 -0.247
H -17.92241 12.20456 -8.17301 0.337
C -19.57296 15.42854 -12.20234 -0.302
N -15.75561 25.54699 -12.08339 0.088
O -7.97293 16.77660 -17.48252 -0.494
H -12.06983 8.06204 -13.15832 0.241
H -16.21054 11.90237 -8.70764 0.324
O -6.69083 17.70290 -9.00588 -0.291
H -11.12828 8.34877 -14.64635 0.297
H -15.76459 9.38900 -9.94024 0.299
C -13.83309 16.46236 -13.28519 -0.990
O -21.61159 20.16923 -14.50991 -0.286
C -12.78877 9.79871 -14.21355 -0.329
H -13.37168 16.67655 -10.56948 0.358
O -18.91289 9.35315 -10.44239 -0.602
H -19.05743 20.84003 -8.13638 0.271
H -5.88985 19.13916 -10.24849 0.307
O -8.15185 15.57403 -9.24619 -0.529
O -21.11117 19.12659 -16.73750 -0.501
O -11.23169 22.62546 -9.81723 -0.522
O -8.16521 17.53323 -10.91826 -0.282
H -15.69118 25.12448 -14.18838 0.266
O -19.66382 21.04428 -15.90987 -0.508
C -16.39765 9.12172 -9.09413 -0.870
H -16.84425 11.16831 -7.25146 0.298
O -10.74320 9.62216 -13.08391 -0.311
H -17.64739 24.83840 -11.61198 0.305
H -21.66729 21.98641 -13.63357 0.279
C -17.19148 25.74536 -12.00905 -0.932
S -8.16072 17.01225 -9.33454 1.078
O -21.10326 21.35159 -6.89910 -0.533
C -20.82814 14.88394 -12.95320 -0.301